[1]
Here is a structure of composition C24H31FN5O7PRuS2Te from the Open Molecules 2025 dataset. Energies are from ωB97M-V/def2-TZVPD.

XYZ file:
```
73
Properties=species:S:1:pos:R:3
H 1.342 1.854 6.013
C -0.101 5.577 0.366
C -2.333 2.173 -1.338
C -0.120 -2.588 -6.359
H -1.403 -4.458 -2.020
S 3.216 -1.117 5.008
H 2.817 -4.826 -1.320
C 0.717 -4.791 -1.796
C 1.866 -0.362 -3.288
N 0.589 -2.659 -0.027
H 0.656 4.019 4.963
O 2.691 -2.861 -4.146
C 2.855 -2.877 0.615
H 0.766 -5.612 -2.498
Ru 0.850 -0.870 0.922
C 0.135 -0.585 -5.001
H -0.074 1.060 5.310
C 0.251 3.068 4.621
H -4.188 0.320 -2.163
C -0.486 -4.152 -1.536
H 2.843 -0.788 -3.088
C -3.026 1.086 -0.512
H 0.934 5.770 0.087
H 2.243 -1.016 7.132
C 1.857 -4.362 -1.143
H -0.777 3.246 4.288
H 1.371 -3.923 -5.918
H -1.197 4.394 1.807
H -0.191 0.388 -4.668
O -0.662 -3.289 -7.181
N 2.601 -1.842 1.324
C -4.241 1.671 0.206
C -0.162 4.621 1.532
O 1.457 1.135 1.524
C -0.536 -1.261 -5.937
C 0.311 2.007 5.692
O -0.228 -0.598 -2.178
H -3.966 2.528 0.823
C -0.902 -0.105 0.599
H -3.040 2.610 -2.048
N 1.271 -1.083 -4.404
H -0.623 5.166 -0.497
H -4.970 2.004 -0.534
Te -1.720 1.267 2.485
C 1.765 -3.300 -0.256
C 1.739 -2.346 -4.696
N 1.023 -3.006 -5.678
C 1.819 -1.176 6.142
O 1.629 -0.324 -0.948
C 2.457 -1.430 3.451
C -0.507 -3.085 -0.658
C -3.490 -0.067 -1.417
H -1.492 1.749 -1.883
C -2.030 0.516 0.469
O 1.071 2.671 3.501
H -4.719 0.924 0.844
H -2.644 -0.516 -1.930
H 1.095 -0.397 5.926
H -1.961 2.969 -0.687
H 0.355 5.030 2.403
H 1.333 -2.149 6.111
H -0.286 2.311 6.553
H -4.005 -0.830 -0.831
F -1.629 -0.745 -6.514
P 0.548 2.147 2.105
H 1.991 0.686 -3.565
H -1.410 -2.528 -0.459
N 3.305 -1.645 2.492
H 3.717 -3.506 0.812
O 0.494 3.400 1.140
C 0.986 -0.445 -2.035
S 0.724 -1.372 3.249
H -0.571 6.521 0.640
```

Properties
E = -90728.5410 eV
2S+1 = 1

Mulliken charges in e: number 1, H, carries 0.382; number 2, C, carries -1.370; number 3, C, carries -1.174; number 4, C, carries 0.282; number 5, H, carries 0.455; number 6, S, carries -0.058; number 7, H, carries 0.459; number 8, C, carries -0.319; number 9, C, carries -1.506; number 10, N, carries 0.212; number 11, H, carries 0.358; number 12, O, carries -0.629; number 13, C, carries -0.798; number 14, H, carries 0.446; number 15, Ru, carries -0.034; number 16, C, carries 0.049; number 17, H, carries 0.055; number 18, C, carries -0.381; number 19, H, carries 0.496; number 20, C, carries -0.794; number 21, H, carries 0.407; number 22, C, carries 2.911; number 23, H, carries 0.329; number 24, H, carries 0.361; number 25, C, carries -0.846; number 26, H, carries 0.392; number 27, H, carries 0.230; number 28, H, carries 0.321; number 29, H, carries 0.352; number 30, O, carries -0.630; number 31, N, carries 1.030; number 32, C, carries -2.041; number 33, C, carries -0.052; number 34, O, carries -0.561; number 35, C, carries 0.310; number 36, C, carries -1.079; number 37, O, carries -0.433; number 38, H, carries 0.383; number 39, C, carries -1.225; number 40, H, carries 0.508; number 41, N, carries 0.187; number 42, H, carries 0.290; number 43, H, carries 0.466; number 44, Te, carries -0.146; number 45, C, carries 0.804; number 46, C, carries 0.472; number 47, N, carries -0.045; number 48, C, carries -0.367; number 49, O, carries -0.630; number 50, C, carries 0.627; number 51, C, carries -0.315; number 52, C, carries -1.647; number 53, H, carries 0.120; number 54, C, carries 0.599; number 55, O, carries -0.348; number 56, H, carries 0.410; number 57, H, carries 0.096; number 58, H, carries -0.169; number 59, H, carries 0.085; number 60, H, carries 0.332; number 61, H, carries 0.359; number 62, H, carries 0.361; number 63, H, carries 0.378; number 64, F, carries -0.326; number 65, P, carries 0.894; number 66, H, carries 0.290; number 67, H, carries 0.422; number 68, N, carries -1.307; number 69, H, carries 0.463; number 70, O, carries -0.307; number 71, C, carries 1.018; number 72, S, carries -0.259; number 73, H, carries 0.396

=====

[2]
Here is a structure of composition C36H42FN2V from the Open Molecules 2025 dataset. Energies are from ωB97M-V/def2-TZVPD.

XYZ file:
```
82
Properties=species:S:1:pos:R:3
C -2.898 -1.682 4.652
H 4.714 1.644 1.180
H 2.875 2.409 0.388
C 0.544 2.711 -1.387
H 1.403 0.521 -3.079
C 1.648 3.682 -3.312
H 2.247 -2.798 3.697
C 3.514 1.186 2.902
H 1.138 0.003 2.631
H 1.210 5.747 -3.733
H -2.091 1.452 0.756
C -4.089 -0.403 0.130
V 0.201 0.344 0.465
C -2.478 -4.269 -0.827
C 1.025 4.902 -3.083
C 5.824 0.497 2.597
C -1.683 -2.271 4.355
H -3.670 2.232 0.702
H 1.075 -4.734 2.411
C 2.232 1.864 2.398
H 1.189 1.932 4.331
C 4.685 1.157 2.147
C 0.095 -4.273 2.565
C 1.425 2.591 -2.483
C 1.289 0.792 1.869
H 0.986 -3.243 4.851
H -0.138 -3.248 -3.055
H -4.501 -1.408 0.241
C -2.961 -0.703 2.426
C -0.634 -2.312 -1.219
H 3.313 3.596 1.646
H -0.305 5.975 -1.785
C -0.074 3.952 -1.141
H -0.511 -4.457 1.678
N -1.137 -1.201 0.834
H -0.383 -4.767 3.416
H -2.004 3.774 -0.199
C -0.991 4.108 0.041
C 0.253 -2.774 2.849
C 1.548 2.615 3.559
H 2.231 3.337 4.021
H -4.837 0.220 -0.369
C -2.312 -3.275 0.128
C 2.546 2.890 1.310
H -2.821 2.042 2.247
H 0.692 -2.308 1.969
C -3.517 -0.902 3.690
H -3.356 -1.819 5.624
H -1.181 -2.870 5.106
C 4.667 -0.129 4.592
H -1.849 -5.060 -2.734
C 0.174 5.023 -1.993
N 0.327 1.625 -0.569
C 2.110 1.276 -2.724
C 3.535 0.528 4.134
C -1.379 -2.236 -0.039
C -1.720 -4.284 -1.991
H -1.044 5.153 0.355
H -2.911 -3.284 1.031
C -1.736 -1.325 2.124
H 2.330 3.572 -4.150
H 0.681 3.148 3.166
C -3.034 1.563 1.290
H -3.217 -0.465 -0.521
C 5.825 -0.150 3.823
H 1.205 -1.551 4.382
H 2.906 1.382 -3.465
H -4.671 0.419 2.000
C -1.088 -2.104 3.107
C -3.729 0.215 1.484
H 1.642 3.449 1.066
C -0.772 -3.281 -2.177
H 6.716 0.488 1.980
C 1.226 -2.577 4.016
H -0.646 3.497 0.876
H -4.462 -0.422 3.921
H 2.531 0.887 -1.795
H 2.644 0.522 4.748
H 6.713 -0.660 4.178
H -3.213 -5.045 -0.655
F 0.323 -1.348 -1.375
H 4.644 -0.632 5.552
```

Properties
E = -69400.0774 eV
total charge = -1
2S+1 = 2

Mulliken charges in e: number 1, C, carries -1.408; number 2, H, carries 0.319; number 3, H, carries 0.208; number 4, C, carries -0.193; number 5, H, carries 0.214; number 6, C, carries -0.739; number 7, H, carries 0.440; number 8, C, carries -0.250; number 9, H, carries -0.208; number 10, H, carries 0.369; number 11, H, carries -0.205; number 12, C, carries -1.642; number 13, V, carries -0.471; number 14, C, carries -0.823; number 15, C, carries -0.736; number 16, C, carries -0.808; number 17, C, carries -0.507; number 18, H, carries 0.549; number 19, H, carries 0.440; number 20, C, carries 3.846; number 21, H, carries 0.315; number 22, C, carries -0.410; number 23, C, carries -1.477; number 24, C, carries 0.914; number 25, C, carries -0.232; number 26, H, carries 0.437; number 27, H, carries 0.454; number 28, H, carries 0.357; number 29, C, carries 0.856; number 30, C, carries 0.220; number 31, H, carries 0.500; number 32, H, carries 0.376; number 33, C, carries 0.992; number 34, H, carries 0.297; number 35, N, carries 1.925; number 36, H, carries 0.277; number 37, H, carries 0.298; number 38, C, carries -1.302; number 39, C, carries 1.249; number 40, C, carries -1.951; number 41, H, carries 0.403; number 42, H, carries 0.533; number 43, C, carries -0.196; number 44, C, carries -1.907; number 45, H, carries 0.351; number 46, H, carries 0.102; number 47, C, carries -1.182; number 48, H, carries 0.381; number 49, H, carries 0.333; number 50, C, carries -0.843; number 51, H, carries 0.373; number 52, C, carries -0.752; number 53, N, carries -0.249; number 54, C, carries -1.352; number 55, C, carries -0.095; number 56, C, carries -0.494; number 57, C, carries -0.594; number 58, H, carries 0.438; number 59, H, carries 0.488; number 60, C, carries -0.843; number 61, H, carries 0.345; number 62, H, carries 0.387; number 63, C, carries -0.955; number 64, H, carries 0.158; number 65, C, carries -0.392; number 66, H, carries 0.364; number 67, H, carries 0.374; number 68, H, carries 0.555; number 69, C, carries 0.603; number 70, C, carries 0.425; number 71, H, carries 0.248; number 72, C, carries -0.757; number 73, H, carries 0.377; number 74, C, carries -1.897; number 75, H, carries -0.018; number 76, H, carries 0.367; number 77, H, carries 0.170; number 78, H, carries 0.205; number 79, H, carries 0.378; number 80, H, carries 0.397; number 81, F, carries -0.083; number 82, H, carries 0.364

=====

[3]
Here is a structure of composition C42H49ClInN6SSe from the Open Molecules 2025 dataset. Energies are from ωB97M-V/def2-TZVPD.

XYZ file:
```
101
Properties=species:S:1:pos:R:3
H -2.851 -2.833 -3.555
C -5.043 3.377 4.757
H 5.038 0.365 -4.011
H 4.216 3.398 0.651
C -2.329 0.306 -1.086
C -3.303 3.366 0.611
H -2.034 4.792 -1.307
C 4.006 -0.017 1.058
C 3.546 0.240 -2.469
S -0.609 -2.066 2.078
H -4.289 3.704 0.283
H 3.547 -3.882 -2.104
Se -2.176 0.374 5.042
C -2.899 -0.883 -1.584
N 1.738 -0.194 0.193
H 1.244 -1.627 5.092
C 3.243 -2.102 0.028
H -6.992 1.002 3.754
H 5.364 2.158 2.718
C -0.599 1.312 -5.064
H 3.724 2.624 3.208
H 0.398 -3.632 5.067
C -6.076 1.472 4.101
H 2.685 1.592 1.447
H -1.346 -1.906 -3.632
H 3.829 2.220 -0.609
C -0.019 0.805 -2.796
N -6.160 2.783 4.333
H -2.782 4.211 1.064
C 4.489 -2.651 0.306
C -4.928 0.720 4.278
C 1.727 0.896 -4.561
C 3.004 -0.757 0.408
C -2.823 -3.262 -0.788
C -4.201 -0.847 -2.061
H 1.838 -3.932 -2.567
C -0.987 1.117 -3.719
C 2.610 -3.320 -2.094
C -1.895 -2.655 -3.058
H 5.406 2.162 0.201
C 2.202 -2.975 -0.656
C -4.943 0.321 -2.037
C 5.241 -0.607 1.293
H 0.949 1.358 -6.532
H -2.029 1.212 -3.445
H 6.454 -2.370 1.115
H 0.559 0.540 4.464
H -4.649 -1.752 -2.454
C 1.323 0.701 -3.237
C 0.702 1.207 -5.488
H -1.473 2.635 -0.209
C 0.185 -2.318 3.506
C 2.207 0.346 -2.194
C -3.842 2.723 4.968
H -5.126 4.445 4.940
H -3.444 2.603 1.377
H -2.972 3.268 5.309
H -4.929 -0.342 4.070
H 1.645 -4.018 1.155
C -2.116 -2.184 -1.617
C 3.113 0.758 -4.817
C 3.763 1.430 1.422
C -4.377 1.478 -1.534
N 0.974 -0.076 3.766
H -3.823 -3.463 -1.178
N 0.937 -1.404 4.158
C 5.488 -1.918 0.925
C -0.025 0.456 -1.361
N -1.016 0.234 -0.585
C -3.763 1.347 4.732
H 1.152 -4.839 -0.328
C 4.329 1.815 2.795
C -2.489 2.812 -0.563
H 3.486 0.894 -5.826
C -2.408 3.843 -1.696
H 1.915 0.235 3.556
H 2.846 -4.887 0.179
H 4.265 -0.019 -1.703
H 4.687 -3.681 0.035
H -4.958 2.392 -1.516
C 4.339 2.357 0.346
Cl 0.864 3.053 2.774
C 1.953 -4.261 0.139
N 0.198 -3.561 4.079
In -0.725 1.046 2.062
H 4.309 0.979 3.498
H 2.747 -2.422 -2.694
H -2.249 -4.191 -0.807
C 1.384 0.173 -0.970
H -5.958 0.331 -2.415
H -2.908 -2.939 0.249
H -1.324 -3.587 -3.072
H -1.142 -2.015 -1.159
H -1.370 1.556 -5.785
C 3.980 0.457 -3.796
C -3.070 1.500 -1.058
H 6.024 -0.026 1.767
H -0.532 -4.166 3.749
H -3.390 4.017 -2.140
H 1.256 -2.435 -0.686
H -1.732 3.504 -2.484
```

Properties
E = -147172.3432 eV
total charge = -1
2S+1 = 1

Here are the Mulliken charges for atoms 1 to 99, given in e: number 1, H, carries 0.344; number 2, C, carries -0.325; number 3, H, carries 0.445; number 4, H, carries 0.461; number 5, C, carries -1.393; number 6, C, carries -1.848; number 7, H, carries 0.504; number 8, C, carries 0.784; number 9, C, carries 0.720; number 10, S, carries -0.134; number 11, H, carries 0.344; number 12, H, carries 0.355; number 13, Se, carries -0.423; number 14, C, carries 1.094; number 15, N, carries 0.968; number 16, H, carries 0.194; number 17, C, carries 0.585; number 18, H, carries 0.343; number 19, H, carries 0.553; number 20, C, carries -1.233; number 21, H, carries 0.351; number 22, H, carries 0.173; number 23, C, carries -0.310; number 24, H, carries -0.467; number 25, H, carries 0.291; number 26, H, carries 0.161; number 27, C, carries 0.689; number 28, N, carries -0.678; number 29, H, carries 0.435; number 30, C, carries -0.452; number 31, C, carries -0.275; number 32, C, carries 1.223; number 33, C, carries -0.773; number 34, C, carries -1.632; number 35, C, carries -0.514; number 36, H, carries 0.410; number 37, C, carries 0.002; number 38, C, carries -1.529; number 39, C, carries -1.667; number 40, H, carries 0.289; number 41, C, carries 1.754; number 42, C, carries -1.792; number 43, C, carries -0.440; number 44, H, carries 0.414; number 45, H, carries 0.640; number 46, H, carries 0.377; number 47, H, carries 0.328; number 48, H, carries 0.356; number 49, C, carries -1.478; number 50, C, carries -0.967; number 51, H, carries -0.029; number 52, C, carries 0.281; number 53, C, carries 0.488; number 54, C, carries -0.270; number 55, H, carries 0.342; number 56, H, carries 0.324; number 57, H, carries 0.378; number 58, H, carries 0.375; number 59, H, carries 0.250; number 60, C, carries 1.915; number 61, C, carries -1.070; number 62, C, carries 1.968; number 63, C, carries -0.148; number 64, N, carries -0.381; number 65, H, carries 0.344; number 66, N, carries -0.269; number 67, C, carries -1.644; number 68, C, carries -0.557; number 69, N, carries 1.054; number 70, C, carries 0.002; number 71, H, carries 0.403; number 72, C, carries -2.075; number 73, C, carries 0.863; number 74, H, carries 0.406; number 75, C, carries -1.688; number 76, H, carries 0.047; number 77, H, carries 0.351; number 78, H, carries 0.491; number 79, H, carries 0.318; number 80, H, carries 0.383; number 81, C, carries -1.441; number 82, Cl, carries -0.585; number 83, C, carries -1.522; number 84, N, carries -0.480; number 85, In, carries 0.672; number 86, H, carries 0.417; number 87, H, carries 0.254; number 88, H, carries 0.373; number 89, C, carries 0.049; number 90, H, carries 0.346; number 91, H, carries 0.379; number 92, H, carries 0.453; number 93, H, carries -0.965; number 94, H, carries 0.451; number 95, C, carries -1.048; number 96, C, carries 1.107; number 97, H, carries 0.389; number 98, H, carries 0.256; number 99, H, carries 0.281